Record 1
A cluster of 3 separate species, C2H3O3S in total at a distorted geometry, computed with ωB97M-V/def2-TZVPD.

ORCA input file:
```
! wB97M-V def2-TZVPD RIJCOSX def2/J DEFGRID3
* xyz -1 1
C 1.1261 -1.5434 0.1801
C 1.6441 -2.4336 -0.3936
O -2.9757 -1.3295 0.3995
O -1.5101 0.5798 -0.0068
O -4.7405 1.6128 -0.2486
S -2.6030 -0.2161 -0.5024
H 0.7295 -0.7685 0.8182
H -4.0478 2.1934 -0.0461
H 2.2900 -3.1630 -0.7884
*
```

For the energy above the lowest of the compared OMol25 structures with the same formula, charge and spin, the calculation gives 427.3 kJ/mol. The value obtained for the calculated total energy is -19097.824 eV. The frontier orbital gap (spin up / spin down) comes out at 6.85 / 6.85 eV.

***

Record 2
A structure of composition C3H3BaO2 at a distorted geometry, computed with ωB97M-V/def2-TZVPD.

ORCA input file:
```
! wB97M-V def2-TZVPD RIJCOSX def2/J DEFGRID3
* xyz 0 2
C 1.1622 1.3952 0.6150
C -0.0342 0.6340 0.8990
H -0.0115 0.1786 1.9079
H 1.7594 0.7941 -0.0970
H -0.8705 1.3650 0.9169
O -0.0104 -1.3275 -1.9346
C 0.5210 -0.4896 -1.1808
O -0.3641 -0.3584 -0.0623
Ba -2.1520 -2.1914 -1.0642
*
```

For the energy above the lowest of the compared OMol25 structures with the same formula, charge and spin, the calculation gives 549.8 kJ/mol. The value obtained for the calculated total energy is -7939.804 eV. The frontier orbital gap (spin up / spin down) comes out at 2.46 / 2.44 eV.

***

Record 3
An isolated molecule of C6H13NOSi at a distorted geometry, computed with ωB97M-V/def2-TZVPD.

ORCA input file:
```
! wB97M-V def2-TZVPD RIJCOSX def2/J DEFGRID3
* xyz 0 1
C -0.7263 2.4418 0.3447
C -1.1703 1.3939 -0.3327
C -1.4839 0.0835 0.3305
Si -3.0269 -1.0115 -0.0628
C -0.2994 -0.8852 0.0747
O -0.4747 -2.0485 -0.3001
N 0.8797 -0.4950 0.5126
C 2.0268 -1.1604 -0.0682
C 3.1819 -0.1422 -0.2594
H -0.3381 3.3781 -0.0549
H -0.6579 2.5098 1.3727
H -1.2038 1.2517 -1.4264
H -1.6579 0.3769 1.3110
H -4.0393 0.0599 0.1719
H -2.9618 -2.0933 0.8669
H -3.2274 -1.1377 -1.5371
H 0.9945 0.5282 0.6986
H 1.6086 -1.5216 -1.0102
H 2.4673 -1.9784 0.5668
H 4.0212 -0.5272 -0.8269
H 2.6931 0.6091 -1.0010
H 3.3947 0.3680 0.6292
*
```

For the energy above the lowest of the compared OMol25 structures with the same formula, charge and spin, the calculation gives 375.4 kJ/mol. The value obtained for the calculated total energy is -17846.206 eV. The frontier orbital gap comes out at 10.34 eV.

***

Record 4
A cluster of 3 separate species, C4H13NO2 in total at a distorted geometry, computed with ωB97M-V/def2-TZVPD.

ORCA input file:
```
! wB97M-V def2-TZVPD RIJCOSX def2/J DEFGRID3
* xyz 0 1
C 1.0489 1.7855 -0.1584
C -0.3922 1.3646 -0.0258
C -1.1614 1.9843 1.1068
O -0.9683 0.8290 -0.9693
H 1.6229 0.9310 -0.5152
H 1.1276 2.5576 -0.9234
H 1.4446 2.1728 0.7756
H -2.2345 1.8909 0.9486
H -0.8828 3.0445 1.2494
H -0.9055 1.4613 2.0087
N 0.0647 -2.3967 -2.0435
O 0.6623 -1.1132 -1.9035
H 0.2787 -2.7123 -2.9877
H 0.5538 -3.0080 -1.3945
H -0.0781 -0.4303 -1.6909
C -0.0271 -1.6987 1.3100
H 0.4575 -0.6746 1.3332
H -0.6690 -1.6897 0.4353
H -0.6352 -1.7958 2.2110
H 0.6930 -2.5020 1.2335
*
```

For the energy above the lowest of the compared OMol25 structures with the same formula, charge and spin, the calculation gives 212.1 kJ/mol. The value obtained for the calculated total energy is -9941.998 eV. The frontier orbital gap comes out at 9.76 eV.

***

Record 5
A cluster of 2 separate species, C5H7NO in total at a distorted geometry, computed with ωB97M-V/def2-TZVPD.

ORCA input file:
```
! wB97M-V def2-TZVPD RIJCOSX def2/J DEFGRID3
* xyz 0 1
C 1.4812 1.6053 0.6112
C 0.4880 0.9849 0.0381
C -0.6200 0.5738 -0.5150
C -1.8352 0.1541 0.2699
H 1.2704 2.6557 0.7719
H 2.4415 1.2033 0.9246
H -0.6822 0.5626 -1.6023
H -2.5462 0.9854 0.2449
H -1.5846 -0.0534 1.3162
H -2.3178 -0.7304 -0.1591
N 1.6045 -1.5823 -0.1253
C 0.5373 -1.8905 -0.6347
O -0.4997 -2.1341 -1.1193
H 2.2629 -2.3345 -0.0210
*
```

For the energy above the lowest of the compared OMol25 structures with the same formula, charge and spin, the calculation gives 209.8 kJ/mol. The value obtained for the calculated total energy is -8834.028 eV. The frontier orbital gap comes out at 9.95 eV.

***

Record 6
A cluster of 2 separate species, C3H3F3 in total at a distorted geometry, computed with ωB97M-V/def2-TZVPD.

ORCA input file:
```
! wB97M-V def2-TZVPD RIJCOSX def2/J DEFGRID3
* xyz 0 3
C -1.4232 0.4866 0.3010
C -0.4135 0.0016 1.0004
C 1.1252 -0.3789 -0.5859
F 1.2730 -1.6583 -0.8759
F 0.5339 0.2731 -1.5646
F 2.3126 0.2013 -0.2366
H -2.3024 0.8826 0.8455
H -1.2654 0.5746 -0.7291
H 0.1597 -0.3826 1.8453
*
```

For the energy above the lowest of the compared OMol25 structures with the same formula, charge and spin, the calculation gives 149.7 kJ/mol. The value obtained for the calculated total energy is -11305.324 eV. The frontier orbital gap (spin up / spin down) comes out at 7.49 / 8.54 eV.

***

Record 7
An isolated molecule of C3H4OS2 at a distorted geometry, computed with ωB97M-V/def2-TZVPD.

ORCA input file:
```
! wB97M-V def2-TZVPD RIJCOSX def2/J DEFGRID3
* xyz 0 1
S 2.6707 0.9850 -0.4227
C 2.2500 -0.5458 0.0614
O 1.1094 -0.8987 0.4940
C 0.0583 0.0037 0.3312
C -1.1915 -0.4269 0.1209
S -2.4363 0.7530 0.0089
H 2.8675 -1.3564 0.3729
H 0.2148 1.1227 0.5747
H -1.4121 -1.3856 -0.0240
H -1.6522 1.6708 0.2891
*
```

For the energy above the lowest of the compared OMol25 structures with the same formula, charge and spin, the calculation gives 246.9 kJ/mol. The value obtained for the calculated total energy is -26891.330 eV. The frontier orbital gap comes out at 8.79 eV.

***

Record 8
A structure of composition C31H42NO4P2PbS at a distorted geometry, computed with ωB97M-V/def2-TZVPD.

ORCA input file:
```
! wB97M-V def2-TZVPD RIJCOSX def2/J DEFGRID3
* xyz -1 1
Pb 0.0375 -0.8299 -2.2022
C 3.6947 -1.2740 -1.2195
C 3.9975 -0.0078 -0.4205
C 4.1633 1.1771 -1.3709
C 2.9519 0.2751 0.6851
C 3.5566 1.1089 1.8521
O 2.7215 2.2366 1.9689
C 1.7437 2.0980 0.9993
N 1.8082 1.0512 0.2702
C 0.7713 3.1489 0.9437
C 1.0155 4.3113 1.6960
C 0.1132 5.3434 1.7307
C -1.0778 5.2445 1.0087
C -1.3183 4.1207 0.2412
C -0.4207 3.0604 0.1923
P -0.8757 1.5686 -0.7714
C -2.3317 1.0417 0.2003
C -3.1948 0.1233 -0.4030
C -4.3463 -0.2854 0.2401
C -4.6441 0.1992 1.5053
C -3.7565 1.0536 2.1364
C -2.6036 1.4698 1.4957
C -1.7006 2.4230 -2.1783
C -3.0697 2.5218 -2.3942
C -3.5505 3.2274 -3.4854
C -2.6726 3.8233 -4.3747
C -1.3063 3.7007 -4.1828
C -0.8207 3.0063 -3.0907
H 4.5894 -1.6019 -1.7477
H 2.9112 -1.0825 -1.9492
H 3.3642 -2.0851 -0.5723
H 4.9482 -0.1737 0.1108
H 3.2637 1.2985 -1.9690
H 5.0036 1.0009 -2.0436
H 4.3352 2.1029 -0.8237
H 2.5842 -0.6855 1.0628
H 4.5783 1.4473 1.6471
H 3.5530 0.5703 2.8051
H 1.9368 4.3667 2.2552
H 0.3193 6.2265 2.3189
H -1.8125 6.0344 1.0588
H -2.2448 4.0494 -0.3140
H -2.9560 -0.2473 -1.3891
H -5.0252 -0.9705 -0.2509
H -5.5666 -0.0843 1.9942
H -3.9749 1.4155 3.1343
H -1.9235 2.1470 1.9947
H -3.7681 2.0529 -1.7141
H -4.6194 3.3063 -3.6413
H -3.0571 4.3766 -5.2233
H -0.6213 4.1336 -4.8968
H 0.2435 2.8814 -2.9494
S 0.8536 0.4419 -4.1079
C -1.9827 -1.7946 -3.1597
H -1.6874 -2.5019 -3.9376
H -2.6645 -1.0871 -3.6273
H -2.5437 -2.3576 -2.4094
C 3.4458 -3.2639 2.7075
C 1.9546 -3.0717 2.9710
O 1.1534 -3.5801 1.9326
P 0.6166 -2.5160 0.7162
O -0.6878 -1.8786 1.4152
C -1.7290 -2.6692 1.9757
C -1.8865 -2.3132 3.4480
O -0.1332 -3.6843 -0.1279
C 0.5045 -4.3705 -1.1843
C 0.8670 -5.7831 -0.7505
H 4.0248 -2.9464 3.5723
H 3.7488 -2.6698 1.8502
H 3.6689 -4.3089 2.5021
H 1.7416 -2.0041 3.1214
H 1.6595 -3.6152 3.8781
H -1.4979 -3.7325 1.8576
H -2.6509 -2.4411 1.4287
H -0.9798 -2.5759 3.9895
H -2.7335 -2.8473 3.8760
H -2.0563 -1.2416 3.5478
H 1.3993 -3.8336 -1.5186
H -0.2050 -4.4002 -2.0187
H 1.4891 -5.7407 0.1417
H 1.4033 -6.2928 -1.5479
H -0.0390 -6.3375 -0.5117
*
```

For the energy above the lowest of the compared OMol25 structures with the same formula, charge and spin, the calculation gives 11.1 kJ/mol. The value obtained for the calculated total energy is -77171.103 eV. The frontier orbital gap comes out at 5.20 eV.

***

Question: Which of these has the highest calculated total energy?
Answer: C3H3BaO2

***

Question: Among the records above, which one has the lowest calculated total energy?
Answer: C31H42NO4P2PbS

***

Question: What is the calculated total energy in the fifth record?
Answer: -8834.028 eV